1.
{
  "formula": "C19H18F4N5O15S4V",
  "method": "ωB97M-V/def2-TZVPD",
  "spin_multiplicity": 3,
  "homo_energy_ev": [-9.64, -10.13],
  "orbital_gap_ha": [0.2932, 0.3154],
  "e_tot_ha": -5073.1268,
  "e_above_lowest_kj_mol": 0.0,
  "charge": 0,
  "lumo_energy_ev": [-1.666, -1.545],
  "elements": ["V", "N", "S", "O", "O", "F", "S", "O", "O", "F", "N", "S", "O", "O", "F", "S", "O", "O", "F", "C", "O", "H", "H", "H", "C", "C", "C", "C", "C", "C", "N", "O", "O", "H", "H", "H", "H", "H", "C", "C", "C", "C", "C", "C", "N", "O", "O", "H", "H", "H", "H", "H", "C", "C", "C", "C", "C", "C", "N", "O", "O", "H", "H", "H", "H", "H"],
  "xyz": [[0.629111, 1.215540, -0.288879], [2.095747, -0.143349, -0.233180], [2.413443, -1.257680, -1.341831], [2.318039, -2.612791, -0.937948], [3.321926, -0.873732, -2.350175], [0.971739, -1.072369, -2.038746], [3.266391, -0.505893, 0.960094], [4.585594, -0.390712, 0.468871], [2.842681, -1.500724, 1.864047], [3.046148, 0.854082, 1.719215], [1.160481, 3.040581, 0.254703], [0.179404, 4.257948, 0.911018], [0.291974, 5.554865, 0.373881], [-0.007592, 4.104629, 2.302384], [-1.145442, 3.683889, 0.257650], [2.582784, 3.863355, 0.259471], [3.092227, 4.173765, 1.546405], [2.750911, 4.770069, -0.812381], [3.498816, 2.626072, -0.143394], [-2.450509, 0.837545, -1.351450], [-1.117088, 0.872960, -1.014106], [-2.761562, -0.173747, -1.637309], [-2.702881, 1.535792, -2.159872], [-3.100873, 1.106536, -0.504854], [0.148290, -5.455170, 3.459233], [-0.874833, -5.638623, 2.536814], [-1.336664, -4.570962, 1.786288], [-0.700030, -3.356203, 1.936187], [0.284968, -3.148658, 2.878498], [0.683457, -4.198248, 3.689689], [-1.083333, -2.221015, 1.094957], [-0.308827, -1.287184, 1.005335], [-2.175380, -2.252212, 0.562185], [0.387626, -6.309238, 4.080966], [-1.367283, -6.599020, 2.480072], [-2.242547, -4.695925, 1.210517], [0.772211, -2.187682, 2.946882], [1.462020, -4.057878, 4.425564], [-4.743950, 0.734686, 3.237165], [-4.010456, -0.187253, 3.985026], [-2.637099, -0.186972, 3.864019], [-2.043968, 0.725445, 3.008996], [-2.752002, 1.751514, 2.410244], [-4.134458, 1.687671, 2.434595], [-0.591284, 0.684793, 2.873173], [0.067152, 0.109155, 3.699735], [-0.104542, 1.238121, 1.886471], [-5.826457, 0.747560, 3.284544], [-4.579312, -0.912960, 4.547351], [-2.052835, -0.970214, 4.329264], [-2.193026, 2.497990, 1.868078], [-4.699617, 2.396154, 1.846593], [1.040715, 0.122940, -6.941113], [0.081066, 0.187556, -5.933522], [0.416188, 0.688683, -4.686930], [1.702870, 1.153182, -4.477709], [2.678466, 1.065011, -5.460920], [2.353720, 0.519474, -6.685100], [2.032211, 1.775528, -3.214859], [1.192652, 1.666094, -2.306563], [3.076086, 2.337120, -3.083323], [0.810083, -0.292418, -7.912882], [-0.934743, -0.070249, -6.200278], [-0.293791, 0.641526, -3.870363], [3.657107, 1.454941, -5.213762], [3.078069, 0.446332, -7.484706]],
  "forces_ev_per_angstrom": [[-3.26, -0.81, -1.17], [2.46, -1.32, 1.70], [-3.22, -1.07, -3.11], [0.87, 0.10, 1.03], [0.76, 0.51, 0.00], [0.30, 0.20, -0.08], [-0.75, 2.71, 1.36], [-0.04, -0.75, -0.56], [-0.02, -0.51, -0.15], [-0.28, -0.26, 0.15], [0.09, 3.44, 0.96], [-2.57, -1.28, 0.46], [0.84, 0.08, -0.57], [0.22, -0.30, 0.37], [0.03, -0.08, -0.04], [3.95, -1.50, -1.25], [-1.14, 0.32, 0.35], [-0.63, 0.12, -0.09], [-0.67, 0.04, -0.25], [-0.80, 0.04, 0.32], [3.07, 0.73, 1.05], [0.19, 0.01, -0.11], [0.20, -0.08, -0.09], [0.16, 0.01, 0.04], [-0.57, -0.28, 0.43], [-0.04, 0.26, 0.18], [-0.46, -0.43, 0.21], [0.15, 0.08, 0.06], [0.50, 0.22, 0.03], [0.20, -0.30, -0.42], [-0.68, 0.07, -0.04], [0.19, -0.14, 0.04], [0.16, -0.09, -0.06], [0.38, 0.12, 0.00], [0.03, -0.02, -0.16], [0.25, 0.21, -0.41], [-0.08, 0.04, 0.02], [-0.05, 0.08, 0.05], [-0.36, 0.22, -0.06], [-0.61, 0.52, -0.69], [0.06, -0.94, -0.11], [-0.04, 0.51, 0.90], [0.42, -0.50, -0.79], [0.39, 0.15, 0.38], [0.19, -0.17, -0.11], [-0.13, 0.09, -0.16], [0.22, 0.13, -0.38], [0.02, -0.22, 0.05], [0.37, -0.11, 0.26], [0.13, 0.18, 0.08], [-0.20, 0.06, -0.12], [-0.15, 0.05, 0.17], [0.40, -0.14, 0.45], [0.18, 0.30, -0.71], [-0.38, -0.38, 0.29], [-0.40, -0.27, -0.73], [0.29, 0.42, 0.47], [-0.38, 0.05, -0.28], [0.48, -0.29, 0.53], [-0.37, -0.02, 0.02], [0.10, 0.14, 0.01], [-0.18, 0.09, 0.00], [-0.04, -0.23, 0.39], [0.00, 0.33, -0.04], [0.07, -0.13, -0.23], [0.16, 0.01, 0.16]]
}

=====

2.
{
  "formula": "C4H8NOS",
  "method": "ωB97M-V/def2-TZVPD",
  "homo_energy_ev": [-13.58, -13.59],
  "orbital_gap_ha": [0.2847, 0.2827],
  "e_tot_ha": -685.0073,
  "e_above_lowest_kj_mol": 313.5,
  "charge": 1,
  "lumo_energy_ev": [-5.833, -5.897],
  "elements": ["C", "C", "C", "C", "N", "O", "S", "H", "H", "H", "H", "H", "H", "H", "H"],
  "xyz": [[0.511500, -0.007047, 0.537969], [0.358658, -0.459393, -1.904061], [-0.946513, 1.238336, 2.225092], [1.135922, -0.654486, -0.600984], [-0.134239, 0.705176, 1.185188], [2.135028, -0.788172, 1.723764], [2.413761, -0.520684, 3.157868], [0.728553, -1.195879, -2.589756], [-0.710122, -0.866443, -1.731103], [0.521018, 0.585381, -2.192138], [-0.832275, 0.520512, 3.024257], [-1.920404, 1.387942, 1.686417], [-0.415370, 2.220141, 2.344147], [2.088230, -0.028671, -0.758037], [1.201911, -1.729232, -0.228177]],
  "forces_ev_per_angstrom": [[-1.69, 2.19, -0.22], [-1.91, -1.20, 1.41], [0.59, 1.69, -1.87], [1.00, -0.01, 0.25], [1.30, -2.50, -1.51], [0.73, -0.32, 0.86], [0.13, -0.04, 0.12], [0.62, 0.13, -0.69], [1.31, 1.48, -0.48], [-0.76, -0.48, -0.46], [-0.69, 0.34, 0.56], [0.49, -0.16, 1.45], [-1.11, -0.64, 0.90], [-0.70, -1.76, 0.67], [0.69, 1.28, -1.00]]
}

=====

3.
{
  "formula": "C16H19BN6TeTi",
  "method": "ωB97M-V/def2-TZVPD",
  "spin_multiplicity": 3,
  "homo_energy_ev": [-15.14, -15.41],
  "orbital_gap_ha": [0.2807, 0.2144],
  "e_tot_ha": -2091.4830,
  "charge": 2,
  "lumo_energy_ev": [-7.505, -9.571],
  "elements": ["C", "N", "N", "C", "C", "B", "N", "N", "C", "C", "C", "Ti", "N", "N", "C", "C", "C", "H", "H", "H", "H", "H", "H", "H", "H", "H", "H", "H", "C", "H", "H", "H", "Te", "C", "C", "C", "C", "C", "C", "H", "H", "H", "H", "H"],
  "xyz": [[1.208445, -2.980674, -0.805782], [0.906916, -1.708990, -1.185412], [1.294971, -1.579645, -2.515817], [1.884735, -2.715411, -2.920414], [1.845679, -3.634538, -1.866399], [1.092857, -0.236694, -3.257702], [-0.379590, 0.255274, -3.084963], [-0.981700, 0.328185, -1.835816], [-2.237215, 0.815235, -2.027536], [-2.419877, 1.078369, -3.387454], [-1.225643, 0.730362, -4.016293], [0.313677, -0.019836, -0.219437], [1.958759, 0.796539, -2.502455], [1.738184, 1.054070, -1.153062], [2.596236, 2.056757, -0.804038], [3.351463, 2.416940, -1.918921], [2.919608, 1.600678, -2.960563], [2.609551, 2.440066, 0.202418], [3.215215, 1.528310, -3.993510], [4.110510, 3.166542, -1.972085], [1.384975, -0.329681, -4.413544], [-0.915169, 0.761597, -5.052176], [2.269260, -2.784842, -3.925113], [-3.308564, 1.462262, -3.857840], [2.214145, -4.638884, -1.863005], [-2.910652, 0.946042, -1.185928], [0.967624, -3.284450, 0.208850], [-0.186070, 2.241863, 0.535616], [-1.133617, 1.872965, 0.972188], [-1.957594, 2.437715, 0.513521], [-1.338076, 0.786746, 0.770499], [-1.105015, 2.012927, 2.057393], [0.815607, -0.805629, 2.221484], [-0.681579, -0.659579, 3.745149], [-0.178663, -0.771231, 5.062831], [-1.050543, -0.672078, 6.154520], [-2.419870, -0.449763, 5.946228], [-2.919492, -0.340837, 4.642387], [-2.064299, -0.484051, 3.532147], [0.891500, -0.938899, 5.197485], [-0.655949, -0.773037, 7.166574], [-3.090707, -0.366009, 6.802032], [-3.983554, -0.152334, 4.485352], [-2.446480, -0.462354, 2.508589]],
  "forces_ev_per_angstrom": [[0.51, 0.53, -0.96], [0.20, -0.30, -0.70], [-0.11, -0.48, 0.81], [-0.69, 0.39, 0.86], [-0.40, 0.33, 0.52], [-0.28, 0.03, 0.31], [-0.63, 0.04, 0.35], [0.20, -0.07, -0.52], [0.80, -0.08, -0.80], [-0.14, 0.00, 0.38], [0.14, -0.45, 0.92], [-0.97, 0.71, -2.72], [0.34, 0.47, 0.74], [0.65, 0.34, -0.67], [0.04, -0.42, -1.24], [-0.23, -0.03, 0.62], [-0.58, -0.29, 0.68], [0.08, 0.05, 0.04], [0.10, 0.12, -0.03], [0.21, 0.22, 0.03], [0.02, 0.09, 0.19], [-0.16, 0.03, 0.11], [0.02, -0.14, 0.02], [0.02, 0.02, 0.01], [0.09, -0.21, -0.06], [0.11, -0.03, -0.32], [0.14, -0.21, -0.35], [-0.24, -0.13, 0.04], [-0.13, -0.09, -0.21], [0.37, -0.16, 0.19], [-0.24, 0.68, 0.32], [-0.06, -0.11, -0.29], [-0.12, -0.85, 2.84], [0.23, -0.01, -0.18], [-0.12, 0.01, 0.08], [0.24, -0.05, -0.41], [0.47, -0.01, -0.19], [0.34, -0.14, -0.77], [-0.19, 0.19, 0.33], [-0.36, 0.06, 0.20], [-0.11, 0.05, -0.32], [0.17, -0.01, -0.28], [0.35, -0.15, -0.01], [-0.08, 0.07, 0.45]]
}

=====

4.
{
  "formula": "C19H19IPPdS2",
  "method": "ωB97M-V/def2-TZVPD",
  "homo_energy_ev": -10.97,
  "orbital_gap_ha": 0.2627,
  "e_tot_ha": -2298.5150,
  "e_above_lowest_kj_mol": 25.1,
  "charge": 1,
  "lumo_energy_ev": -3.827,
  "elements": ["Pd", "I", "C", "C", "C", "C", "C", "C", "C", "C", "C", "C", "H", "H", "H", "H", "H", "H", "S", "C", "C", "C", "C", "C", "C", "S", "H", "H", "H", "H", "C", "P", "C", "C", "H", "H", "H", "H", "H", "H", "H", "H", "H"],
  "xyz": [[-0.418550, 0.546781, 0.078270], [-2.500018, 1.982565, -0.310426], [-3.788656, 0.456313, 0.327237], [-5.118137, 0.693592, 0.473346], [-5.954225, -0.395877, 0.802647], [-5.426893, -1.648333, 0.910688], [-4.041477, -1.889742, 0.727497], [-3.515351, -3.202773, 0.762738], [-2.188725, -3.408569, 0.538149], [-1.321532, -2.311339, 0.337552], [-1.756804, -1.011354, 0.329135], [-3.165628, -0.802749, 0.471248], [-5.537884, 1.680544, 0.333827], [-7.012922, -0.228280, 0.943046], [-6.069354, -2.491763, 1.130022], [-4.184546, -4.032065, 0.952797], [-1.781906, -4.411129, 0.535215], [-0.270800, -2.556324, 0.205335], [2.612260, 0.322291, 2.232042], [3.511605, -0.586065, 1.008461], [4.838821, -0.708492, 0.649219], [5.104372, -1.514298, -0.454035], [4.087733, -2.163439, -1.154481], [2.754109, -2.044403, -0.776347], [2.508090, -1.242996, 0.317020], [1.075865, -0.773277, 1.265819], [5.633825, -0.209678, 1.186303], [6.128746, -1.641200, -0.776993], [4.341553, -2.776652, -2.008120], [1.966803, -2.549970, -1.319641], [1.396845, 3.572742, 0.809898], [1.032104, 2.351418, -0.480868], [0.356294, 3.365928, -1.835798], [2.661182, 1.923884, -1.159335], [2.007426, 4.381761, 0.407201], [1.929150, 3.093468, 1.629583], [0.466489, 3.985808, 1.201235], [1.102900, 4.090066, -2.164749], [-0.532288, 3.912955, -1.520125], [0.085886, 2.727436, -2.676942], [3.175005, 2.834115, -1.472413], [2.533569, 1.275456, -2.027160], [3.275067, 1.403656, -0.428078]],
  "forces_ev_per_angstrom": [[-0.02, -0.13, 0.09], [-0.17, -0.02, -0.02], [0.13, -0.06, -0.03], [-0.02, -0.01, 0.00], [0.00, 0.01, 0.00], [0.01, -0.01, 0.00], [-0.01, -0.02, 0.00], [0.02, 0.02, 0.00], [-0.05, -0.02, 0.01], [0.08, -0.01, -0.01], [0.00, 0.05, 0.02], [-0.01, 0.13, -0.02], [0.00, 0.00, 0.00], [0.00, 0.00, 0.00], [0.00, 0.00, 0.00], [0.00, 0.00, 0.00], [0.00, 0.00, 0.00], [-0.03, 0.02, -0.01], [-0.03, -0.04, 0.02], [0.06, 0.00, 0.02], [0.02, -0.04, -0.01], [-0.02, 0.00, 0.01], [0.00, 0.00, 0.00], [0.01, -0.03, -0.04], [-0.06, 0.06, -0.01], [0.04, -0.03, 0.05], [0.00, 0.01, 0.00], [0.00, 0.00, 0.00], [0.00, 0.00, 0.00], [0.00, 0.01, 0.01], [-0.07, 0.00, 0.05], [0.12, 0.10, -0.06], [0.01, 0.01, -0.02], [0.00, -0.06, -0.05], [0.00, 0.00, -0.01], [0.01, 0.01, -0.01], [0.00, 0.01, -0.02], [-0.01, 0.01, 0.00], [0.00, 0.01, 0.04], [0.01, 0.00, -0.01], [-0.01, 0.01, 0.01], [0.01, -0.01, 0.01], [-0.03, 0.03, -0.01]]
}

=====

5.
{
  "formula": "BrHNO2S",
  "method": "ωB97M-V/def2-TZVPD",
  "homo_energy_ev": [-1.93, -3.59],
  "orbital_gap_ha": [0.1516, 0.2558],
  "e_tot_ha": -3177.9951,
  "e_above_lowest_kj_mol": 166.7,
  "charge": -1,
  "lumo_energy_ev": [2.197, 3.375],
  "elements": ["N", "O", "O", "S", "Br", "H"],
  "xyz": [[2.700954, 0.961213, 0.107709], [-2.540874, 0.006473, 0.417331], [-1.901775, -2.347934, -0.066332], [-1.803878, -0.928787, -0.482044], [1.146975, 0.651601, -0.722957], [2.398597, 1.657434, 0.746292]],
  "forces_ev_per_angstrom": [[1.35, -0.62, -0.09], [1.01, -1.12, -1.34], [0.27, 1.34, -0.58], [-0.98, -0.04, 1.94], [-1.58, -0.54, -0.95], [-0.07, 0.99, 1.01]]
}